# 1
18
Properties=species:S:1:pos:R:3:nbo_charge:R:1 method="wB97M-V/def2-TZVPD" orbital_gap_ev=7.473 charge=-1 lumo_ev=3.3 e_homo_ev=-4.2
C 0.36 0.81 -0.15 -0.078
O 1.58 0.31 0.36 -0.770
C -0.89 0.10 0.39 -0.446
C -1.54 0.90 1.55 -0.239
O -1.63 2.57 0.82 -0.685
H 0.35 0.70 -1.26 0.191
H 0.39 1.92 0.20 0.188
H -1.59 0.22 -0.40 0.210
H -0.85 -0.98 0.63 0.241
H -0.86 1.21 2.31 0.223
H -2.40 0.34 1.93 0.219
H -2.30 1.83 1.31 0.392
H 1.59 -0.62 0.05 0.520
H 1.75 -3.24 -0.68 0.428
O 1.83 -2.35 -0.43 -1.268
H 1.21 -1.78 -1.66 0.492
H 1.86 -0.74 -2.40 0.439
O 1.12 -1.21 -2.58 -1.057


# 2
141
Properties=species:S:1:pos:R:3:lowdin_charge:R:1 method="wB97M-V/def2-TZVPD" orbital_gap_ev=6.627 charge=0 smiles="CCCCCCCCCCCCCCCCCCc1c(CCCCOC(C)=O)c(N)cc2nsnc12.CCO.CCO.CCO.CCO.CCO.CCO" lumo_ev=-1.4 e_homo_ev=-8.0
C -4.95 2.37 -1.96 -0.149
C -6.34 2.15 -2.80 -0.257
C -6.42 0.58 -3.29 -0.236
C -7.33 -0.39 -2.33 -0.210
C -6.86 -0.35 -0.73 -0.202
C -5.50 -1.26 -0.65 -0.223
C -4.76 -1.22 0.81 -0.196
C -3.20 -0.72 0.62 -0.217
C -2.12 -1.95 0.54 -0.207
C -2.49 -3.15 -0.51 -0.202
C -1.72 -2.99 -1.99 -0.201
C -1.82 -4.47 -2.70 -0.217
C -0.84 -4.70 -3.99 -0.222
C 0.61 -3.93 -3.91 -0.226
C 0.59 -2.73 -5.03 -0.221
C 1.94 -1.83 -4.80 -0.213
C 1.48 -0.38 -4.19 -0.202
C 1.92 -0.34 -2.61 -0.159
C 2.92 0.93 -2.25 -0.028
C 2.72 1.91 -0.92 -0.043
C 1.47 1.60 0.15 -0.157
C 1.76 0.11 0.76 -0.206
C 1.96 0.05 2.39 -0.134
C 0.91 -1.11 2.96 -0.200
O 1.48 -1.62 4.21 -0.096
C 0.46 -2.24 5.07 -0.272
C -1.00 -2.82 4.60 -0.023
O 0.77 -2.38 6.39 -0.056
C 3.73 3.18 -0.66 -0.162
N 3.46 4.05 0.54 0.009
C 4.99 3.45 -1.73 0.030
C 5.27 2.50 -3.04 -0.231
N 6.33 2.53 -4.12 -0.328
S 6.10 1.21 -5.25 0.849
N 4.65 0.52 -4.50 -0.317
C 4.20 1.26 -3.25 -0.159
H -4.07 1.98 -2.67 0.085
H -4.87 1.75 -0.97 0.054
H -4.82 3.51 -1.69 0.078
H -7.31 2.50 -2.24 0.109
H -6.24 2.81 -3.79 0.109
H -6.86 0.49 -4.39 0.109
H -5.30 0.19 -3.37 0.101
H -7.10 -1.50 -2.68 0.110
H -8.49 -0.23 -2.46 0.106
H -6.71 0.74 -0.33 0.093
H -7.72 -0.83 -0.07 0.113
H -4.68 -0.98 -1.46 0.100
H -5.78 -2.40 -0.86 0.113
H -4.78 -2.25 1.40 0.123
H -5.29 -0.42 1.50 0.097
H -2.93 -0.09 1.59 0.104
H -3.08 0.06 -0.28 0.112
H -1.08 -1.48 0.24 0.082
H -1.98 -2.43 1.62 0.098
H -3.64 -3.35 -0.64 0.104
H -2.05 -4.15 -0.04 0.112
H -2.24 -2.12 -2.61 0.121
H -0.64 -2.63 -1.74 0.089
H -2.94 -4.56 -3.11 0.122
H -1.69 -5.34 -1.93 0.109
H -1.38 -4.46 -5.00 0.110
H -0.59 -5.86 -4.01 0.111
H 1.42 -4.72 -4.30 0.119
H 0.96 -3.61 -2.84 0.098
H -0.42 -2.14 -4.91 0.101
H 0.61 -3.13 -6.15 0.123
H 2.65 -2.44 -4.06 0.107
H 2.59 -1.67 -5.78 0.112
H 1.98 0.48 -4.83 0.103
H 0.31 -0.19 -4.27 0.110
H 2.37 -1.34 -2.20 0.104
H 0.91 -0.14 -1.99 0.104
H 0.46 1.59 -0.48 0.111
H 1.36 2.45 0.96 0.107
H 0.90 -0.60 0.41 0.085
H 2.76 -0.31 0.27 0.108
H 1.84 1.09 2.93 0.122
H 3.05 -0.36 2.59 0.116
H 0.84 -2.03 2.21 0.136
H -0.16 -0.62 3.08 0.134
H -0.90 -3.95 4.27 0.113
H -1.70 -2.79 5.56 0.098
H -1.54 -2.17 3.78 0.059
H 4.15 3.91 1.31 0.066
H 3.35 5.06 0.28 0.086
H 5.73 4.37 -1.57 0.095
C 0.18 3.77 -4.03 -0.091
C -0.71 4.56 -3.10 -0.325
O -0.55 4.08 -1.77 -0.099
H -0.07 2.70 -4.00 0.068
H 0.07 4.12 -5.06 0.075
H 1.23 3.86 -3.74 0.070
H -1.76 4.45 -3.38 0.110
H -0.45 5.62 -3.12 0.108
H 0.38 4.19 -1.52 0.074
C -7.44 1.12 4.10 -0.088
C -7.45 1.35 2.60 -0.325
O -8.01 0.23 1.94 -0.117
H -6.87 0.22 4.34 0.063
H -7.01 1.98 4.62 0.077
H -8.46 0.96 4.47 0.074
H -6.43 1.49 2.23 0.102
H -8.03 2.24 2.34 0.110
H -8.92 0.12 2.26 0.096
C 7.73 4.83 2.02 -0.092
C 6.86 5.69 2.92 -0.323
O 5.63 5.03 3.17 -0.100
H 7.22 4.64 1.07 0.069
H 8.68 5.33 1.82 0.079
H 7.93 3.86 2.48 0.054
H 6.65 6.65 2.45 0.112
H 7.36 5.88 3.88 0.108
H 5.83 4.18 3.60 0.090
C 10.12 0.74 0.25 -0.095
C 10.53 1.83 1.23 -0.322
O 9.48 2.06 2.15 -0.104
H 9.22 1.03 -0.29 0.078
H 10.92 0.55 -0.47 0.075
H 9.90 -0.19 0.78 0.072
H 10.73 2.76 0.70 0.115
H 11.43 1.54 1.78 0.107
H 9.31 1.23 2.62 0.092
C -5.58 -1.41 7.39 -0.092
C -5.22 -2.24 6.16 -0.328
O -4.65 -1.41 5.17 -0.105
H -6.28 -0.62 7.12 0.072
H -6.02 -2.04 8.16 0.076
H -4.68 -0.93 7.79 0.075
H -6.12 -2.71 5.75 0.115
H -4.51 -3.03 6.42 0.103
H -3.85 -1.00 5.54 0.082
C 4.84 -4.31 0.44 -0.089
C 3.91 -3.27 -0.14 -0.330
O 2.89 -2.95 0.81 -0.106
H 4.29 -5.22 0.71 0.080
H 5.63 -4.57 -0.27 0.076
H 5.31 -3.94 1.36 0.075
H 3.42 -3.65 -1.04 0.107
H 4.45 -2.36 -0.39 0.108
H 3.33 -2.61 1.60 0.081


# 3
13
Properties=species:S:1:pos:R:3:nbo_charge:R:1 method="wB97M-V/def2-TZVPD" orbital_gap_ev="8.475 / 7.402" charge=0 lumo_ev="-0.5 / -0.6" e_homo_ev="-9.0 / -8.0"
C 1.18 -0.47 1.13 -0.146
C 0.32 0.31 0.44 0.024
C 0.25 1.74 0.71 -0.645
C -0.52 -1.51 -0.89 -0.438
N -0.63 -0.15 -0.44 0.043
O -1.42 0.65 -1.03 -0.385
H 1.67 -1.42 0.86 0.173
H -0.89 1.83 0.68 0.249
H 0.65 2.13 1.64 0.235
H 0.73 2.27 -0.06 0.228
H -1.46 -1.88 -1.24 0.233
H 0.14 -1.51 -1.78 0.210
H -0.01 -2.00 -0.01 0.219


Looking at F_max for the records above, in order, we have 0.0830, 0.1706, 0.0611 Eh/bohr.
Looking at total energy for the records above, in order, we have -11475.6229, -76628.7433, -7793.1958 eV.